48
Properties=species:S:1:pos:R:3:forces:R:3:lowdin_charge:R:1 method="wB97M-V/def2-TZVPD" homo_energy_ev=-15.75 total_energy_ha=-3288.4201 charge=+2 homo_lumo_gap_ha=0.348 e_above_lowest_kcal_mol=1.30
H -0.70510 4.77623 0.83045 -0.01 0.00 0.01 0.1984
H 0.83578 0.04788 2.19768 0.01 -0.08 0.04 0.1294
O 2.54688 2.31006 -2.26610 0.05 0.02 -0.02 0.1449
C -2.49267 -1.49292 -3.47431 0.03 -0.01 0.04 0.0015
H -3.51981 -0.98687 2.38704 0.00 -0.01 -0.01 0.1101
C 1.71164 1.75169 -1.59781 -0.20 -0.11 0.09 -0.4895
C 3.13109 -3.56091 0.85765 0.03 -0.04 -0.03 0.0169
H 1.42956 -1.00688 3.46218 0.03 -0.01 -0.02 0.1491
H -1.19243 -0.84951 -5.18602 0.01 0.01 0.01 0.1478
H -0.63657 -1.95464 3.65991 0.00 0.01 0.01 0.1734
H 3.22379 -3.92913 -1.26374 -0.02 -0.01 0.00 0.1333
N -0.54721 -0.51269 -3.21256 0.03 -0.11 0.08 0.0548
H 2.79635 -2.93543 2.89010 0.00 0.02 0.01 0.1355
C 1.60522 -1.83742 1.49537 -0.06 -0.11 -0.20 -0.2026
O 2.35657 4.99255 -1.64878 -0.03 0.03 -0.04 0.1858
N -0.16618 1.77641 0.01028 0.26 0.09 -0.01 0.1319
C 1.36276 5.08103 -0.79697 0.15 -0.08 0.06 -0.4602
N -0.38324 3.88541 0.46448 -0.02 -0.03 -0.03 0.2211
N -0.46298 -1.47771 2.78766 0.19 -0.09 0.20 0.1389
C 0.88664 -0.99952 2.52054 0.16 0.24 -0.04 -0.0635
C 2.53584 -2.79329 1.85045 -0.10 0.08 -0.04 0.0317
H 2.52046 4.07326 -1.96215 0.01 -0.01 0.02 0.0924
C -1.47596 -1.32502 1.96380 -0.41 0.02 -0.25 -0.4279
N -1.01276 -0.75734 -1.96460 0.06 0.19 -0.08 -0.0062
C -1.40180 -0.95455 -4.13391 -0.09 0.08 -0.07 -0.0144
C 0.67265 3.80716 -0.40583 -0.02 -0.08 -0.01 -0.0257
H -2.79138 -1.61582 -1.26503 -0.02 -0.04 0.04 0.1236
H 0.34104 -0.03753 -3.31579 0.05 -0.08 -0.02 0.1603
H -2.80996 -2.28868 3.36471 0.01 0.00 0.02 0.1011
C -2.20637 -1.34458 -2.12530 0.02 -0.02 0.04 -0.0625
C 1.84904 -2.37753 -0.75879 0.02 0.01 -0.04 -0.0522
N 1.27335 -1.63511 0.19919 0.03 0.15 0.19 0.0757
C 2.77626 -3.35596 -0.46495 0.04 -0.01 0.01 0.0110
C -2.81964 -1.82299 2.38331 0.03 0.00 -0.09 0.0602
H -2.31519 1.35991 1.55569 -0.01 0.00 0.00 0.0640
H -3.16973 -2.54651 1.64627 -0.02 0.02 0.01 0.1116
H -3.37370 -1.92257 -3.91615 0.01 -0.02 0.00 0.1227
C -0.88309 2.66727 0.69994 -0.09 -0.01 0.06 -0.2656
O -1.35487 -0.75677 0.84044 0.00 -0.04 0.18 0.0000
H 3.86666 -4.31021 1.11800 0.00 0.00 0.00 0.1363
O 0.97563 6.09400 -0.28688 -0.08 0.07 -0.01 0.1614
C 0.80503 2.48702 -0.68441 0.07 0.12 -0.03 -0.0862
H -2.92101 2.97767 1.19893 0.00 0.01 0.01 0.1104
Ga 0.04921 -0.14653 -0.41909 -0.13 -0.21 -0.26 0.4788
O 1.45391 0.46145 -1.60742 -0.02 0.05 0.08 -0.0375
C -2.06233 2.41465 1.56564 0.02 0.00 0.02 0.0455
H 1.56136 -2.16372 -1.78231 0.04 0.00 0.11 0.1266
H -1.86277 2.73470 2.58917 -0.01 -0.01 -0.01 0.1082



37
Properties=species:S:1:pos:R:3:forces:R:3:lowdin_charge:R:1 method="wB97M-V/def2-TZVPD" homo_energy_ev=-7.95 total_energy_ha=-713.9373 smiles=Cc1c[nH]c2ccccc12.CCc1ccccc1 homo_lumo_gap_ha=0.324 e_above_lowest_kcal_mol=15.68
C 0.50883 -1.65089 -2.48652 0.66 0.04 -0.34 -0.2251
H -2.15122 2.09244 -0.66603 0.54 0.23 -0.19 0.1139
C -1.09470 0.53203 1.81968 0.03 -0.83 0.11 -0.0491
C 1.68633 0.37896 -2.66001 -0.01 0.57 0.11 -0.0998
H 1.56237 -4.17606 0.74792 0.12 -0.07 0.00 0.0815
H 0.13462 3.46434 0.81366 0.13 0.94 -0.35 0.0951
H 2.00820 0.38800 3.13261 0.10 0.36 0.35 0.1006
H -3.11950 1.55090 0.56886 -0.13 -0.03 0.50 0.1049
C 2.04801 0.29844 -1.29936 -0.11 0.04 -0.51 -0.0866
H -3.18089 3.73427 1.67662 0.10 -0.27 0.48 0.0727
H 2.02248 1.24277 -3.20682 0.14 0.12 -0.25 0.0938
C -2.28361 2.22810 0.40759 -0.17 -0.10 -0.61 -0.2077
C -2.67842 3.65320 0.71828 -0.71 1.08 0.41 -0.1083
H -0.15927 -4.27053 0.99997 -0.13 0.05 -0.05 0.0776
C 0.63821 -3.60028 0.68444 0.38 -0.42 0.10 -0.0386
C 0.85864 -1.75873 -1.14150 -0.02 -0.02 -0.20 -0.1361
H 1.93582 2.77271 2.30842 0.21 -0.20 -0.39 0.1039
H 0.74019 -2.81137 1.42719 -0.18 0.17 -0.08 0.0570
H -1.95115 -0.12235 1.75005 -0.37 0.17 -0.05 0.1083
C 1.59299 -0.73877 -0.52524 -0.26 -0.40 0.27 -0.0239
C 1.13765 2.07514 2.07042 0.55 0.46 0.19 -0.0911
H -0.88421 -2.80891 -3.43929 0.28 -0.19 -0.36 0.1406
C 1.14317 0.82169 2.65355 -0.92 -0.73 -0.41 -0.1049
H -1.85608 4.36579 0.78540 0.21 -0.23 -0.20 0.0625
H 2.71524 1.06342 -0.93113 -0.14 0.06 0.34 0.0980
C 0.08424 2.52160 1.28655 -0.47 -0.89 0.70 -0.0406
C -1.07695 1.76230 1.17648 0.16 -0.33 -0.12 -0.2268
N -0.01452 -2.87270 -2.92172 -0.71 0.27 0.70 0.0572
H 0.57952 -0.58192 -4.30773 0.24 0.52 -0.11 0.1082
H -0.42053 -4.70434 -1.92818 -0.22 0.00 0.36 0.1170
C -0.00659 0.02605 2.51507 0.64 1.12 0.44 -0.1007
C 0.44692 -3.07623 -0.69829 -0.22 0.34 0.44 -0.2254
C 0.88437 -0.54866 -3.26975 -0.44 -1.17 0.36 -0.0241
H -0.06436 -0.88374 3.09473 -0.10 -0.31 -0.34 0.0984
C -0.09673 -3.68780 -1.76619 0.17 -0.04 -0.80 -0.0652
H -3.41853 4.12612 0.06426 0.21 -0.46 -0.46 0.0726
H 1.72943 -0.80500 0.54601 0.46 0.15 -0.06 0.0901



37
Properties=species:S:1:pos:R:3:forces:R:3:lowdin_charge:R:1 method="wB97M-V/def2-TZVPD" homo_energy_ev="-11.53 / -11.53" total_energy_ha=-713.6774 charge=+1 spin_multiplicity=2 homo_lumo_gap_ha="0.294 / 0.179" e_above_lowest_kcal_mol=3.31
H 3.06060 -0.76596 0.38630 0.09 0.26 0.03 0.1186
H -0.56765 -2.84094 -0.64478 0.01 -0.15 -0.13 0.1218
H 1.55527 -3.96036 -0.95792 -0.34 0.13 -0.12 0.0865
H -3.88920 0.77484 -0.96855 -0.12 0.00 -0.12 0.1044
H -1.22997 3.33046 -4.76063 -0.09 0.07 0.22 0.0872
C 3.25802 0.18556 2.32010 -0.29 -0.49 -0.28 -0.0346
N -0.73055 -0.93069 2.67931 1.22 0.41 0.46 0.1567
C -1.65136 1.76592 -3.32667 -0.44 0.38 0.26 -0.2710
C -2.94534 1.01840 -1.43636 0.05 -0.06 0.09 -0.0789
C -0.49782 1.71683 -2.53641 -0.18 -0.33 -0.78 -0.0438
C -0.88803 -1.60486 1.55755 -0.74 0.00 -0.18 0.0241
C 0.57657 -0.37169 2.67623 0.14 -0.61 0.54 -0.1629
H 0.78996 0.26526 4.71450 0.02 0.22 0.09 0.1277
H -2.53953 2.27153 -5.26357 -0.07 -0.03 0.33 0.0799
C 1.59820 -2.86961 -1.02378 0.29 -0.47 0.49 -0.0544
C 1.25929 0.14205 3.75084 -0.02 -0.15 -0.54 0.0362
C 0.27388 -1.52018 0.73737 -0.20 -0.07 -0.26 -0.0838
H 2.42971 -2.62784 -0.36240 0.00 0.25 -0.13 0.0588
H 4.31056 0.39707 2.18019 -0.09 0.13 0.19 0.1219
H -3.76474 1.40551 -3.39296 0.09 0.16 0.19 0.1170
C -1.78983 0.94722 -0.67661 0.00 -0.18 0.10 -0.1149
C -1.59272 2.30232 -4.72148 0.46 -0.15 -0.87 -0.0536
H -0.88410 1.73978 -5.34333 -0.06 -0.04 0.19 0.0862
H -1.83121 -2.06981 1.29660 0.19 -0.19 0.14 0.1602
C 2.56737 -0.43573 1.29110 -0.20 -0.10 -0.20 0.0360
H 0.41661 2.00716 -3.03790 0.25 0.01 0.34 0.1166
C -2.87584 1.41104 -2.76574 0.09 -0.26 -0.13 -0.0375
H 3.16018 0.99654 4.27441 0.02 -0.36 0.27 0.1234
H 0.31917 1.21412 -0.60025 0.22 0.01 -0.15 0.0942
H 1.86070 -2.60423 -2.03758 0.11 0.03 -0.18 0.0815
C 2.61236 0.43255 3.53017 0.21 0.98 -0.06 -0.0163
H 0.08141 -1.36746 -1.29720 -0.07 0.05 -0.13 0.1185
H -1.19220 -1.03555 3.57170 -0.68 0.00 -0.35 0.1842
C 1.19497 -0.71156 1.45589 0.16 -0.36 0.10 -0.1130
C 0.29639 -2.18289 -0.59805 0.16 0.42 0.22 -0.1534
H -1.86954 0.66603 0.37062 0.09 0.06 -0.08 0.0858
C -0.55205 1.24653 -1.24102 -0.28 0.42 0.48 -0.1094



44
Properties=species:S:1:pos:R:3:forces:R:3:lowdin_charge:R:1 method="wB97M-V/def2-TZVPD" homo_energy_ev=-3.93 total_energy_ha=-1543.0643 charge=-1 smiles="CCOC(=O)[C@@]1(C(=S)N=C2C=CC(=[N+]([O-])[O-])C=C2)CCCCCC1=O" homo_lumo_gap_ha=0.234 e_above_lowest_kcal_mol=0.00
N 0.30747 -0.36441 -0.68048 0.26 0.23 0.49 0.0623
H -3.33526 0.69385 -0.06365 0.03 -0.12 0.35 0.0809
C 3.82514 0.57538 2.03816 0.33 -0.37 -0.01 -0.0786
H 3.56964 -2.05079 -3.37312 -0.21 0.02 0.13 0.1095
H -2.74124 -0.81825 2.54987 -0.09 -0.10 -0.14 0.1081
H 2.72224 -0.46771 -1.57977 -0.14 -0.22 -0.26 0.1050
C 0.63614 1.86310 1.07174 0.18 0.47 0.05 -0.4088
H -4.53460 2.32547 1.30479 0.13 -0.15 -0.02 0.1118
H 3.16879 2.24824 0.81692 -0.15 -0.09 0.36 0.1316
C -3.55583 0.42191 0.98438 -0.10 0.04 0.03 -0.1962
H -2.72705 3.58738 2.11654 -0.08 -0.15 -0.01 0.1178
H -1.13344 -2.38599 -1.72302 0.33 0.11 -0.26 0.1080
C -2.50477 2.52634 1.96503 0.53 0.72 -0.06 -0.1146
C 0.35007 -3.17600 -3.07308 0.41 0.10 0.02 -0.0134
H -0.88999 0.52183 2.67638 -0.01 -0.37 -0.11 0.1132
C -1.63462 2.45552 0.69937 -0.98 0.42 0.17 -0.3849
O 1.60732 0.98437 1.38385 0.03 1.03 0.18 -0.0039
C -3.77716 1.70575 1.80151 -0.32 -0.28 -0.09 -0.1896
C -1.04834 0.09490 1.67742 0.45 0.54 -0.19 -0.1211
H 2.68034 2.34820 2.54965 0.07 -0.16 -0.44 0.1266
H -0.30602 -0.69247 1.48780 -0.16 0.33 0.31 0.1158
C 0.70924 -1.23877 -1.62769 0.04 -0.05 -0.06 -0.2740
H 3.99269 -0.06802 1.16361 -0.04 0.12 0.25 0.0772
O 1.23876 -4.63505 -5.15540 1.36 0.98 0.59 0.0029
H -4.50072 -0.14566 0.96703 0.27 0.10 -0.03 0.1084
C 2.08170 -1.22233 -2.04058 -0.43 0.08 0.02 -0.0138
C 2.55063 -2.09495 -2.99666 -0.33 -0.33 -0.19 -0.0140
N 2.07727 -3.84971 -4.65384 0.32 -0.91 -1.23 -0.3483
C -2.44811 -0.49242 1.54212 -0.59 -0.21 0.02 -0.1715
H -1.93653 2.19526 2.84143 -0.06 0.03 -0.19 0.1083
H 3.44493 -0.05304 2.85607 0.08 0.20 -0.22 0.0810
C -0.70096 1.21923 0.65927 0.44 1.72 2.97 -0.3294
O 3.23234 -3.71153 -5.11312 -1.53 -0.28 0.62 0.0079
C -0.48555 0.68278 -0.64203 0.11 -3.05 -4.21 -0.7834
S -1.36206 1.24202 -1.96491 0.00 -0.32 -1.02 0.6299
O -1.71600 3.30597 -0.15580 0.20 -0.54 1.22 0.0450
H -4.18426 1.46167 2.79250 0.06 -0.01 -0.11 0.1054
C -0.11663 -2.30173 -2.11607 0.02 0.39 0.17 -0.0159
C 1.67674 -3.06544 -3.53398 -0.29 0.67 0.36 -0.1950
H 4.78880 0.99600 2.34566 -0.13 -0.03 -0.05 0.0740
H -0.27421 -3.95215 -3.50838 0.06 0.22 0.18 0.1108
C 2.84998 1.66952 1.69661 -0.15 -0.34 0.16 -0.2176
O 0.81235 3.06390 1.08932 0.07 -0.70 0.19 0.1231
H -2.40923 -1.40217 0.92451 0.02 0.27 0.08 0.1095